No. 1
The following is a DFT calculation (ωB97M-V with the def2-TZVPD basis set) of the molecule C2H7NOS in a non-equilibrium geometry.

```
12
Properties=species:S:1:pos:R:3:forces:R:3
C 0.396841 -1.376502 0.709528 0.042 -0.185 -1.571
C 0.590990 1.283250 -0.204484 -4.192 1.004 -0.487
N -1.455611 -0.164822 -1.362146 0.480 -0.353 0.368
O -1.555083 0.297828 1.114828 1.001 -0.603 -1.657
S -0.696793 -0.036014 -0.045883 0.826 0.509 2.044
H -0.214965 -2.266667 0.794507 -0.282 -0.065 0.163
H 1.340339 -1.704676 0.128767 -1.452 1.130 0.894
H 0.527313 -0.915765 1.688718 0.502 -0.295 -0.109
H 0.438968 1.579112 -1.235918 1.250 -0.098 -0.348
H 0.028043 2.090634 0.286516 -0.157 -0.053 0.058
H 1.479752 1.329868 0.328436 1.997 -0.892 0.318
H -0.879798 -0.116249 -2.202864 -0.014 -0.098 0.326
```
Forces are in eV/Å.

Summary:
Frontier orbital gap: 10.4 eV
Spin multiplicity: 1
SMILES: CS(C)(=N)=O

No. 2
The following is a DFT calculation (ωB97M-V with the def2-TZVPD basis set) of a cluster of 2 separate species, C21H28BrN6O6P in total in a non-equilibrium geometry.

```
63
Properties=species:S:1:pos:R:3:forces:R:3
C 3.711443 -0.070631 0.539894 -1.341 0.568 -0.741
C 4.052526 1.445606 0.873977 1.349 -0.426 1.243
C 5.223814 1.402622 1.979175 0.078 -0.634 -0.694
C 4.632271 2.284364 -0.338904 -0.773 0.422 0.410
C 3.868567 2.103083 -1.710750 1.923 -0.037 -0.005
N 2.840243 3.160482 -1.998931 -1.410 -1.077 -0.871
C 1.826768 3.397561 -0.990605 -0.099 0.195 1.189
O 1.977546 4.228478 -0.115008 -0.326 -1.354 -1.016
C 0.578693 2.482849 -1.226558 -0.657 -1.144 -1.752
C -0.594189 2.176432 -0.385265 0.106 -0.769 -2.347
C -0.762577 2.858064 1.015314 0.507 -0.426 -0.061
O -1.963276 3.695753 1.092793 1.059 -0.914 -1.553
O -2.437758 3.551078 2.381316 -1.010 -0.126 1.804
C -1.590505 1.190019 -0.964156 1.402 0.170 -1.453
C -2.901733 0.772956 -0.167036 0.402 1.051 -1.008
C -2.694535 -0.510500 0.756080 0.410 -0.206 0.962
N -3.176901 -1.767567 0.140219 0.098 0.135 0.345
N -3.408781 -0.304776 2.042159 0.534 0.370 -0.338
N -1.256954 -0.750989 1.104408 -0.730 -0.049 -0.371
C -1.344003 0.583508 -2.328640 2.576 0.937 -0.260
P -2.543908 -0.697648 -3.067629 -1.778 0.834 0.087
O -2.581611 -0.524422 -4.744487 1.249 -1.077 1.442
Br -1.705009 -2.792828 -2.647271 0.519 0.756 -0.552
C -0.144715 0.955836 -3.177092 0.076 1.821 2.881
N 0.128726 0.393269 -4.492736 1.438 -1.192 1.326
C 1.234246 -0.206138 -4.460896 -0.565 1.269 0.610
O 2.292175 -0.671975 -4.348594 -1.024 -0.013 -0.644
C 0.817094 1.922242 -2.598598 -2.009 -0.368 1.722
C 2.141136 2.545783 -3.146193 -0.934 0.352 -0.139
O 2.552196 2.584831 -4.281735 -0.552 -0.442 1.521
H 4.093667 -0.359018 -0.490707 -0.155 0.128 1.438
H 4.026821 -0.807031 1.330524 -0.116 0.882 -0.859
H 2.575243 -0.142735 0.457933 1.320 -0.147 0.040
H 3.157678 1.946187 1.366061 0.998 -0.486 -0.898
H 5.785231 2.375221 2.059489 -0.768 -0.867 0.147
H 4.853778 1.029641 2.978389 0.327 0.651 -1.012
H 5.974815 0.622417 1.620608 -0.805 1.001 0.420
H 5.748686 2.090277 -0.435353 -1.467 -0.102 -0.142
H 4.552229 3.381052 -0.052645 0.109 -1.226 -0.390
H 4.650255 2.191597 -2.531717 -1.162 -0.019 0.865
H 3.382103 1.094508 -1.857398 0.586 0.774 0.548
H 0.152952 3.488494 1.209661 -1.014 -0.631 -0.185
H -0.875774 2.110142 1.863299 0.251 0.742 -1.166
H -3.216061 2.947926 2.344324 0.583 0.511 -0.425
H -3.730303 0.640010 -0.933440 1.019 -0.177 1.046
H -3.193388 1.707622 0.413613 0.424 -1.317 -0.451
H -2.455490 -2.496404 0.208848 -0.332 0.652 -0.102
H -3.957448 -2.144670 0.694740 0.335 0.552 -0.331
H -2.790846 -0.685035 2.768618 -0.519 0.094 -0.239
H -3.563300 0.685937 2.246263 0.142 -0.519 -0.115
H -0.748608 -1.083260 0.278839 0.011 0.481 0.366
H -0.830986 0.088861 1.505078 -0.031 -0.424 -0.488
H -1.979901 -1.166034 -5.184446 -0.300 0.785 0.171
N -2.192386 -4.602856 1.961844 -0.093 -0.056 0.002
C -3.127442 -5.200458 1.157502 0.061 0.020 -0.080
C -3.941359 -5.966380 1.952271 -0.031 0.041 -0.164
C -3.485227 -5.822002 3.287249 0.092 0.062 0.136
C -2.407938 -4.973477 3.261958 0.070 0.022 0.043
H -1.461691 -3.986848 1.646654 -0.071 -0.048 0.116
H -3.130693 -5.029806 0.091798 -0.022 -0.047 0.052
H -4.773436 -6.563545 1.612517 0.058 0.049 0.014
H -3.900500 -6.287366 4.167832 0.033 0.040 -0.057
H -1.776718 -4.603023 4.054190 -0.054 -0.047 -0.039
```
Forces are in eV/Å.

Summary:
Frontier orbital gap: 7.0 eV
Spin multiplicity: 1
SMILES: CC(C)CCN1C(=O)c2c(COO)c(CC(N)(N)N)c(P(O)Br)c(N=C=O)c2C1=O.c1cc[nH]c1

No. 3
The following is a DFT calculation (ωB97M-V with the def2-TZVPD basis set) of a structure of composition C18H18BF6N9O4RuS4.

```
61
Properties=species:S:1:pos:R:3:forces:R:3
Ru 0.012244 0.521847 0.254800 -0.020 -0.064 0.086
C -2.510117 2.931818 2.782608 -0.005 -0.023 0.008
C -2.013046 2.557016 1.535071 0.005 0.033 -0.054
N -1.079178 1.625425 1.677983 -0.016 -0.032 0.003
N -0.955758 1.377998 3.004206 0.035 0.039 0.017
C -1.811331 2.158728 3.686548 -0.019 -0.018 0.005
B 0.019697 0.252245 3.409575 -0.005 0.008 -0.002
N -0.485438 -1.057763 2.755201 -0.018 -0.003 -0.031
C -1.110537 -2.134534 3.265860 0.011 -0.009 -0.010
C -1.488403 -2.955199 2.224393 -0.001 -0.002 -0.007
C -1.068618 -2.287585 1.071591 0.016 0.003 0.037
N -0.476706 -1.147704 1.408590 0.021 0.033 0.010
N 1.417757 0.604899 2.807357 0.003 -0.004 -0.003
C 2.567983 0.866466 3.453437 -0.003 0.000 0.008
C 3.524239 1.209948 2.521539 0.005 0.003 -0.002
C 2.862525 1.141774 1.294285 0.000 -0.004 -0.002
N 1.599916 0.780521 1.486204 -0.028 -0.002 0.020
N 0.187087 0.062141 4.900989 0.005 0.016 0.000
C 0.799064 -0.986770 5.511733 0.001 -0.004 0.002
C 1.009760 -0.648125 6.822603 -0.003 -0.002 0.001
C 0.500001 0.661090 6.924467 0.003 0.001 -0.002
N 0.023018 1.087735 5.770631 -0.014 -0.003 -0.004
H -3.271731 3.659650 2.996700 0.003 0.004 0.000
H -2.287432 2.900708 0.550104 0.041 -0.008 0.082
H -1.839990 2.116418 4.759828 0.005 0.002 0.003
H -1.247627 -2.242458 4.327853 -0.002 0.001 -0.003
H -1.999738 -3.898732 2.287568 -0.004 -0.001 0.000
H -1.166895 -2.558939 0.031387 -0.010 0.006 -0.007
H 2.622276 0.796265 4.526836 0.000 0.001 0.000
H 4.550301 1.474761 2.702392 0.000 0.001 0.001
H 3.221952 1.332811 0.296392 -0.001 -0.001 0.000
H 1.052118 -1.881787 4.967879 0.001 0.001 -0.001
H 1.458239 -1.252461 7.591394 0.000 0.000 0.001
H 0.460954 1.304637 7.788914 0.000 0.000 -0.001
C 1.998895 -0.259905 -3.815012 -0.023 0.002 -0.016
C 1.359833 0.287664 -2.578378 0.032 0.009 0.009
S 1.222797 -0.651001 -1.236301 -0.034 -0.023 -0.016
C 0.899281 1.648092 -2.537816 0.044 0.016 0.011
C 0.955526 2.491301 -3.771158 -0.037 -0.019 -0.001
S 0.364370 2.294814 -1.116496 -0.023 0.060 -0.046
H 2.359269 -1.271350 -3.643533 0.002 -0.004 0.001
H 2.830809 0.366837 -4.142322 -0.002 -0.004 0.009
H 1.256802 -0.291396 -4.615141 0.008 0.002 0.000
H 1.956883 2.493964 -4.204778 0.001 -0.001 0.007
H 0.652544 3.513752 -3.559997 -0.003 0.001 0.002
H 0.276314 2.068477 -4.516544 0.004 0.003 -0.006
F -3.408276 -3.638484 -3.767283 0.000 0.001 -0.004
C -2.677366 -2.724006 -4.393446 0.007 -0.008 0.020
F -1.728977 -3.339533 -5.101377 0.007 -0.008 -0.010
F -3.452837 -2.035258 -5.222750 -0.016 0.011 -0.013
S -1.844699 -1.605789 -3.191491 0.072 -0.039 0.022
O -1.124751 -0.652196 -3.991925 -0.020 0.010 -0.005
O -1.082531 -2.464825 -2.325713 -0.008 0.019 -0.012
N -3.150723 -1.032700 -2.508207 -0.076 0.021 -0.018
S -3.161924 0.062962 -1.414976 -0.058 0.038 0.073
O -1.880400 0.246140 -0.758001 0.141 -0.030 -0.098
O -4.313486 -0.014468 -0.582901 -0.002 -0.012 0.002
C -3.375494 1.647779 -2.334504 0.024 -0.072 -0.029
F -2.357115 1.863382 -3.167226 -0.021 0.000 -0.002
F -3.421730 2.660714 -1.460996 -0.039 0.020 -0.041
F -4.504674 1.625293 -3.029370 0.012 0.039 0.006
```
Forces are in eV/Å.

Summary:
Frontier orbital gap: 6.5 eV
Spin multiplicity: 1

No. 4
The following is a DFT calculation (ωB97M-V with the def2-TZVPD basis set) of a structure of composition C23H18BF3IO15 in a non-equilibrium geometry.

```
61
Properties=species:S:1:pos:R:3:forces:R:3
O 2.505180 -0.480806 -2.679492 0.834 1.170 -1.433
C 2.792220 0.254620 -3.579021 -0.932 -1.138 1.524
I 4.911790 0.503875 -4.151756 0.024 -0.043 0.030
C 1.869666 1.071726 -4.443583 0.207 -0.100 0.232
C 0.482770 1.164098 -3.874900 -0.882 0.024 0.287
C 0.113133 2.320385 -2.951826 -0.001 -1.727 0.572
O -1.235970 2.028099 -2.716155 -0.142 -0.199 -0.064
B -1.718619 1.264852 -3.925956 -1.086 1.837 -0.123
C -2.448913 -0.151961 -3.534291 1.066 0.258 -0.361
F -3.158560 -0.106505 -2.376631 -0.454 0.084 0.479
F -3.310120 -0.542252 -4.491103 -0.493 -0.254 -0.229
F -1.624408 -1.236385 -3.358317 0.253 -0.327 -0.050
O -0.557370 1.181795 -4.826744 0.252 -0.390 -0.210
H 2.345204 2.032008 -4.578695 0.099 0.327 -0.352
H 1.825354 0.538333 -5.385897 0.102 0.012 -0.451
H 0.275407 0.290714 -3.255782 0.569 -0.297 0.245
H 0.664544 2.145796 -2.031041 0.228 0.507 0.285
H 0.263863 3.317179 -3.343393 0.250 0.356 -0.297
H -2.624603 1.943736 -4.410701 -0.033 -0.289 -0.286
C 2.616520 3.956075 2.275426 -0.070 0.180 0.284
C 2.690672 4.032005 0.942569 0.233 -0.042 0.221
C 1.460858 4.040718 0.083848 -0.668 -0.223 0.136
O 1.594708 4.086108 -1.120013 0.569 0.371 -0.052
C 0.160683 3.955740 0.732951 -0.006 0.097 -0.194
C 0.089892 3.883255 2.064588 -0.193 -0.025 -0.179
C 1.321595 3.876918 2.923254 0.448 0.127 -0.109
O 1.178551 3.811531 4.136906 -0.264 -0.108 0.011
O -1.069810 3.802408 2.719073 0.127 -0.005 0.094
O 3.839859 4.084360 0.282003 -0.061 0.056 -0.127
H 3.494215 3.933230 2.905105 0.018 -0.021 -0.014
H -0.716338 3.943263 0.098896 0.008 -0.048 -0.005
H -0.852727 3.772396 3.666379 0.019 0.015 0.093
H 3.601075 4.122305 -0.663592 -0.009 -0.037 -0.090
C 1.455656 -1.086624 2.012506 -0.093 0.095 -0.109
C 0.863037 -2.253554 2.295805 1.053 0.463 0.830
C -0.155852 -2.377822 3.391805 -0.165 0.205 0.275
O -0.662677 -3.467719 3.579734 0.065 0.164 0.155
C -0.471113 -1.195355 4.174604 -0.013 -0.098 -0.049
C 0.122727 -0.026194 3.897327 -0.092 -0.185 0.178
C 1.117531 0.104899 2.772157 0.090 -0.158 -0.474
O 1.600419 1.197540 2.528929 -0.226 -0.131 0.349
O -0.117938 1.071514 4.601029 0.185 0.228 -0.155
O 1.122846 -3.372808 1.634645 5.952 1.113 5.234
H 2.181174 -0.984437 1.217805 0.014 -0.008 -0.024
H -1.187133 -1.302321 4.976739 -0.015 0.036 0.004
H 0.451829 1.783262 4.247661 0.012 0.075 0.096
H 0.555466 -4.062265 2.028656 0.456 -1.257 0.487
C -0.664492 -3.482065 0.526670 -3.300 -0.127 -2.732
C -1.614782 -2.790395 -0.133964 -0.213 -0.453 0.181
C -3.012790 -3.338292 -0.297573 -0.165 -0.057 0.096
O -3.838109 -2.668574 -0.875325 -0.117 0.132 -0.073
C -3.300987 -4.658560 0.257961 -0.020 0.055 -0.059
C -2.346335 -5.331471 0.906131 -0.241 -0.026 -0.116
C -0.965591 -4.774398 1.092403 -1.000 0.871 -1.298
O -0.164156 -5.453641 1.718851 0.092 -0.990 0.385
O -2.537889 -6.537776 1.438591 0.149 -0.120 0.103
O -1.373381 -1.613196 -0.657595 -0.379 -0.087 0.164
H 0.338776 -3.100386 0.654377 -2.166 0.032 -3.187
H -4.298821 -5.051471 0.123881 0.002 -0.013 0.015
H -1.684284 -6.778519 1.844052 0.003 -0.033 0.063
H -2.193450 -1.288990 -1.089971 0.122 0.129 -0.204
```
Forces are in eV/Å.

Summary:
Net charge: -1
Frontier orbital gap: 5.3 eV
Spin multiplicity: 1

| no. | HOMO level (eV) |
| --- | --- |
| 1 | -9.8 |
| 2 | -8.4 |
| 3 | -8.7 |
| 4 | -5.1 |